Entry 1:
3 unconnected molecules or ions with the total composition C6H12. Source: OMol25; level of theory: ωB97M-V/def2-TZVPD.

## Properties
energy relative to the best compared isomer or geometry (same formula, charge and spin) = 5.577 eV
frontier orbital gap = 9.4 eV

ORCA input file:
```
! wB97M-V def2-TZVPD RIJCOSX def2/J DEFGRID3
* xyz 0 1
C -1.202 -1.089 0.339
C -0.394 0.117 -0.160
C -1.280 1.209 -0.705
C 0.722 0.543 0.739
C 1.621 -0.332 0.137
C 0.795 -0.415 -1.093
H -1.768 -1.525 -0.493
H -0.559 -1.872 0.758
H -1.919 -0.794 1.114
H -1.849 0.846 -1.564
H -0.677 2.067 -1.021
H -1.988 1.550 0.060
H 0.884 1.585 1.005
H 1.937 0.438 1.954
H 2.138 -1.178 0.574
H 2.592 0.392 1.407
H 0.691 -1.375 -1.595
H 1.025 0.382 -1.814
*
```

Entry 2:
8 unconnected molecules or ions with the total composition C3H22NO9. Source: OMol25; level of theory: ωB97M-V/def2-TZVPD.

## Properties
energy relative to the best compared isomer or geometry (same formula, charge and spin) = 2.899 eV
frontier orbital gap = 10.9 eV

ORCA input file:
```
! wB97M-V def2-TZVPD RIJCOSX def2/J DEFGRID3
* xyz 1 1
O -1.862 -0.019 -0.141
C -1.134 0.378 -1.158
C -0.782 1.869 -1.055
N 0.437 1.994 -0.234
C 0.530 3.259 0.535
O -0.743 -0.277 -2.086
H -1.698 -0.948 0.088
H -1.727 2.270 -0.668
H -0.708 2.372 -2.016
H 0.596 1.190 0.401
H 1.217 1.811 -0.919
H 1.306 3.203 1.292
H -0.456 3.576 0.861
H 0.830 4.067 -0.138
H -0.887 -2.329 3.046
H -0.991 -0.913 3.153
O -0.996 -1.678 3.750
H 2.773 -2.006 -2.672
H 1.296 -1.804 -2.755
O 2.060 -1.510 -2.269
H 2.499 0.164 -0.898
H 3.478 -0.293 0.165
O 2.612 0.111 0.058
H 2.434 2.138 -2.727
H 1.827 0.667 -2.882
O 2.119 1.350 -2.274
H 0.319 -3.714 0.183
H -1.033 -3.601 0.826
O -0.302 -3.063 0.531
H -3.214 -0.569 2.903
H -2.472 0.216 1.910
O -3.154 -0.465 1.941
H 0.358 -1.294 0.914
H 0.716 -1.006 2.379
O 0.240 -0.646 1.624
*
```

Entry 3:
3 unconnected molecules or ions with the total composition C5H12IN4O2S. Source: OMol25; level of theory: ωB97M-V/def2-TZVPD.

## Properties
frontier orbital gap (spin up / spin down) = 7.0 / 6.6 eV

ORCA input file:
```
! wB97M-V def2-TZVPD RIJCOSX def2/J DEFGRID3
* xyz 1 3
C 1.508 -0.348 0.354
C -2.696 0.125 0.504
C 1.904 -0.133 -2.053
C -1.752 -2.068 0.560
C 0.734 -0.705 1.433
N 1.058 -0.256 -0.890
N -1.676 -0.632 0.677
N 2.849 -0.317 0.594
N -2.641 1.449 0.594
O 1.426 2.703 -1.121
O -0.048 2.644 0.798
S 0.878 3.415 -0.003
I -4.636 -0.636 -0.067
H 2.667 0.629 -1.893
H 2.377 -1.088 -2.295
H 1.297 0.179 -2.897
H -1.840 -2.368 -0.488
H -0.846 -2.493 0.980
H -2.614 -2.465 1.103
H 0.604 -0.160 2.351
H 0.055 -0.250 -1.003
H 3.157 -0.495 1.535
H 3.469 -0.634 -0.136
H -1.765 1.891 0.852
H -3.470 2.012 0.509
*
```

Entry 4:
6 unconnected molecules or ions with the total composition C15H32NO18S3. Source: OMol25; level of theory: ωB97M-V/def2-TZVPD.

## Properties
energy relative to the best compared isomer or geometry (same formula, charge and spin) = 1.986 eV
frontier orbital gap = 8.4 eV

ORCA input file:
```
! wB97M-V def2-TZVPD RIJCOSX def2/J DEFGRID3
* xyz -1 1
N 0.985 0.197 2.548
O 1.408 1.036 3.428
O 1.875 -0.504 1.934
O -0.120 -0.400 2.791
O -5.607 -2.529 0.865
S -4.213 -2.788 1.072
O -3.829 -3.881 1.950
O -3.623 -3.204 -0.395
C -4.216 -4.349 -0.992
C -3.995 -4.737 -2.383
C -3.307 -1.336 1.406
H -5.347 -4.131 -0.805
H -3.972 -5.316 -0.550
H -2.894 -4.898 -2.531
H -4.198 -4.005 -3.237
H -4.560 -5.757 -2.465
H -4.027 -0.899 2.162
H -2.785 -0.833 0.635
H -2.353 -1.460 2.013
O -1.034 6.422 2.699
S -1.043 5.461 1.674
O 0.219 4.983 1.312
O -1.878 4.008 2.312
C -1.252 3.498 3.400
C -1.990 2.355 3.814
C -1.764 6.009 0.227
H -1.096 4.257 4.069
H -0.095 3.293 3.157
H -1.840 2.194 5.060
H -1.664 1.500 3.305
H -3.159 2.561 3.812
H -1.121 6.600 -0.293
H -2.696 6.327 0.745
H -2.081 4.928 -0.033
O 6.050 0.766 -1.833
S 4.969 0.727 -0.924
O 4.412 1.887 -0.345
O 3.786 -0.063 -1.676
C 3.501 0.577 -3.006
C 2.221 -0.075 -3.628
C 5.378 -0.420 0.280
H 4.355 0.429 -3.532
H 3.381 1.541 -2.813
H 2.640 -0.630 -4.485
H 1.727 0.551 -4.202
H 1.713 -0.847 -3.204
H 4.612 -0.793 0.851
H 6.129 0.046 0.929
H 5.764 -1.307 -0.147
C 2.196 -2.810 -0.802
C 1.326 -3.734 0.151
O 0.683 -4.644 -0.653
C 0.728 -4.306 -1.793
O 0.098 -4.855 -2.743
O 1.510 -3.235 -2.030
H 3.371 -3.064 -0.786
H 1.853 -1.698 -0.670
H 0.635 -3.192 0.581
H 1.777 -4.095 0.953
C 1.150 1.692 -0.500
C -0.276 1.444 0.009
O -1.074 2.085 -1.014
C -0.346 2.607 -1.880
O -0.775 3.212 -2.917
O 0.948 2.409 -1.629
H 1.772 0.803 -0.632
H 1.786 2.230 0.154
H -0.424 1.976 1.012
H -0.279 0.216 0.194
*
```

Entry 5:
5 unconnected molecules or ions with the total composition C40H86B4N2O5. Source: OMol25; level of theory: ωB97M-V/def2-TZVPD.

## Properties
SMILES = Cc1ccc(C(C)C)c(OCB2OB(CCCCCN)OB(B(N)O)O2)c1.CCCCCC.CCCCCC.CCCCCC.CCCCCC
frontier orbital gap = 7.4 eV

ORCA input file:
```
! wB97M-V def2-TZVPD RIJCOSX def2/J DEFGRID3
* xyz 0 1
C 2.200 0.472 5.726
C 3.240 0.591 4.431
C 4.433 -0.539 4.254
C 5.477 -0.477 2.968
C 5.257 0.748 1.892
C 6.277 0.766 0.581
C 7.790 1.194 1.048
C 6.234 -0.680 -0.249
C 4.066 1.914 2.028
O 4.011 2.904 0.946
C 3.908 4.285 1.436
B 2.799 5.051 0.487
O 1.472 5.542 0.905
B 0.457 4.901 -0.005
C -1.069 4.499 0.542
C -1.016 3.307 1.684
C -2.524 2.666 1.779
C -2.508 1.034 1.949
C -3.939 0.305 1.538
N -3.895 0.018 0.037
O 0.734 4.603 -1.449
B 2.162 4.276 -1.621
B 2.794 2.963 -2.391
N 1.961 1.797 -2.946
O 4.277 2.819 -2.547
O 3.131 5.229 -0.972
C 3.066 1.798 3.320
H 1.218 1.110 5.505
H 1.955 -0.647 6.012
H 2.761 0.951 6.650
H 4.574 -1.446 5.008
H 6.333 -1.282 2.774
H 5.937 1.581 -0.223
H 8.370 1.803 0.213
H 8.387 0.182 1.238
H 7.673 1.819 2.042
H 7.209 -0.866 -0.890
H 6.003 -1.600 0.438
H 5.341 -0.639 -1.040
H 4.954 4.813 1.209
H 3.737 4.400 2.587
H -1.738 4.200 -0.399
H -1.502 5.495 1.033
H -0.791 3.836 2.705
H -0.241 2.470 1.410
H -3.025 3.139 2.749
H -3.206 2.916 0.858
H -2.286 0.732 3.081
H -1.698 0.587 1.225
H -4.887 0.939 1.804
H -4.057 -0.752 2.079
H -3.058 -0.628 -0.078
H -4.755 -0.513 -0.275
H 2.203 0.949 -2.352
H 2.327 1.593 -3.901
H 4.583 3.202 -3.422
H 2.189 2.595 3.456
C 5.839 5.158 -9.605
C 5.999 4.721 -8.157
C 5.281 3.408 -7.839
C 3.757 3.434 -8.010
C 3.022 4.491 -7.182
C 3.180 4.300 -5.682
H 4.794 5.362 -9.853
H 6.407 6.078 -9.785
H 6.214 4.391 -10.289
H 5.655 5.519 -7.491
H 7.068 4.588 -7.952
H 5.527 3.113 -6.813
H 5.685 2.617 -8.484
H 3.365 2.444 -7.749
H 3.512 3.584 -9.068
H 1.954 4.442 -7.428
H 3.355 5.497 -7.462
H 2.817 3.315 -5.374
H 2.602 5.058 -5.144
H 4.224 4.397 -5.370
C -2.561 -4.142 0.934
C -2.401 -4.579 2.382
C -3.119 -5.892 2.700
C -4.643 -5.866 2.529
C -5.378 -4.809 3.356
C -5.220 -5.000 4.857
H -3.606 -3.938 0.686
H -1.993 -3.222 0.754
H -2.186 -4.909 0.250
H -2.745 -3.781 3.048
H -1.332 -4.712 2.587
H -2.873 -6.187 3.726
H -2.715 -6.683 2.055
H -5.035 -6.856 2.790
H -4.888 -5.716 1.471
H -6.446 -4.858 3.111
H -5.045 -3.803 3.077
H -5.583 -5.985 5.165
H -5.798 -4.242 5.395
H -4.176 -4.903 5.169
C 0.336 1.643 -6.128
C -0.518 0.561 -6.771
C 0.019 0.093 -8.126
C 0.071 1.167 -9.219
C -1.264 1.841 -9.541
C -2.312 0.878 -10.078
H 0.359 2.554 -6.733
H -0.071 1.908 -5.146
H 1.364 1.296 -5.985
H -1.550 0.915 -6.868
H -0.551 -0.302 -6.096
H -0.590 -0.750 -8.472
H 1.032 -0.307 -7.987
H 0.467 0.707 -10.134
H 0.796 1.940 -8.936
H -1.087 2.617 -10.296
H -1.656 2.356 -8.658
H -1.956 0.380 -10.985
H -3.229 1.422 -10.328
H -2.572 0.113 -9.341
C -4.764 -4.898 12.046
C -5.618 -5.980 11.403
C -5.081 -6.448 10.048
C -5.029 -5.374 8.955
C -6.364 -4.700 8.633
C -7.412 -5.663 8.097
H -4.741 -3.987 11.441
H -5.171 -4.633 13.028
H -3.736 -5.245 12.189
H -6.650 -5.626 11.306
H -5.651 -6.843 12.079
H -5.690 -7.291 9.702
H -4.068 -6.848 10.187
H -4.633 -5.834 8.041
H -4.304 -4.601 9.239
H -6.187 -3.924 7.878
H -6.756 -4.185 9.516
H -7.056 -6.161 7.189
H -8.329 -5.119 7.846
H -7.672 -6.428 8.833
*
```

Entry 6:
C3H11N3 in the gas phase. Source: OMol25; level of theory: ωB97M-V/def2-TZVPD.

## Properties
SMILES = CNC(N)NC
energy relative to the best compared isomer or geometry (same formula, charge and spin) = 1.284 eV
frontier orbital gap = 9.2 eV

ORCA input file:
```
! wB97M-V def2-TZVPD RIJCOSX def2/J DEFGRID3
* xyz 0 1
C 1.941 -0.560 0.197
N 1.067 -0.029 -0.844
C -0.085 0.798 -0.640
N 0.096 1.511 0.600
N -1.362 0.107 -0.710
C -1.536 -0.983 0.286
H 2.683 -1.284 -0.194
H 1.343 -1.051 0.998
H 2.461 0.257 0.679
H 1.002 -0.480 -1.741
H -0.070 1.527 -1.524
H -0.261 0.925 1.378
H -0.482 2.350 0.537
H -2.102 0.789 -0.606
H -1.887 -0.637 1.248
H -2.228 -1.758 -0.084
H -0.580 -1.484 0.418
*
```

Entry 7:
C3H5NO in the gas phase. Source: OMol25; level of theory: ωB97M-V/def2-TZVPD.

## Properties
energy relative to the best compared isomer or geometry (same formula, charge and spin) = 3.291 eV
frontier orbital gap = 9.6 eV

ORCA input file:
```
! wB97M-V def2-TZVPD RIJCOSX def2/J DEFGRID3
* xyz 0 1
C 0.248 -0.969 0.388
O 1.044 0.132 0.400
C 0.446 1.080 -0.475
C -1.085 1.015 -0.290
N -1.220 -0.175 0.203
H 0.446 -1.582 1.299
H 0.336 -1.595 -0.520
H -1.766 -0.785 0.754
H 0.672 0.827 -1.524
H 0.878 2.052 -0.237
*
```

Entry 8:
A molecular structure, C6H11F2NOS. Source: OMol25; level of theory: ωB97M-V/def2-TZVPD.

## Properties
energy relative to the best compared isomer or geometry (same formula, charge and spin) = 1.906 eV
frontier orbital gap = 8.3 eV

ORCA input file:
```
! wB97M-V def2-TZVPD RIJCOSX def2/J DEFGRID3
* xyz 0 1
C 3.128 0.388 1.004
C 2.095 -0.618 1.510
C 0.885 -0.806 0.576
C 0.096 0.455 0.409
C -2.167 0.418 -1.148
C -3.559 0.084 -0.729
H 2.725 1.406 0.963
H 4.002 0.410 1.662
H 3.475 0.125 -0.003
H 2.573 -1.596 1.637
H 1.732 -0.316 2.500
H 0.231 -1.592 0.967
H 1.248 -1.119 -0.414
H 0.600 1.250 -0.146
H -0.112 -0.486 -3.079
H -1.638 1.239 -0.662
H -3.971 -0.754 -1.297
N -1.656 -0.284 -2.075
O -0.377 0.118 -2.373
F -4.357 1.175 -0.895
F -3.570 -0.226 0.598
S -1.384 0.730 0.996
*
```

Entry 9:
A molecular structure, C16H28BMnN3OSSi. Source: OMol25; level of theory: ωB97M-V/def2-TZVPD.

## Properties
energy relative to the best compared isomer or geometry (same formula, charge and spin) = 0.000 eV
frontier orbital gap (spin up / spin down) = 8.5 / 9.0 eV

ORCA input file:
```
! wB97M-V def2-TZVPD RIJCOSX def2/J DEFGRID3
* xyz 1 5
Mn 0.265 -1.313 0.673
C -3.749 -3.457 1.418
Si -2.556 -2.395 0.476
C -2.605 -0.631 1.140
C -2.960 -2.353 -1.357
C -0.795 -3.033 0.709
H -4.760 -3.052 1.329
H -3.495 -3.505 2.478
H -3.760 -4.475 1.026
H -3.573 -0.178 0.911
H -1.866 0.050 0.691
H -2.466 -0.595 2.222
H -3.987 -2.679 -1.527
H -2.309 -3.010 -1.937
H -2.871 -1.342 -1.763
H -0.467 -3.689 -0.097
H -0.631 -3.517 1.670
C 1.775 1.986 2.634
S 0.632 2.024 1.271
O 0.767 0.652 0.596
C 1.467 3.128 0.176
C 2.641 2.739 -0.459
C 3.272 3.642 -1.295
C 2.735 4.912 -1.482
C 1.562 5.285 -0.845
C 0.911 4.384 -0.011
H 2.746 1.637 2.285
H 1.375 1.325 3.401
H 1.845 3.002 3.021
H 3.045 1.746 -0.306
H 4.188 3.361 -1.798
H 3.238 5.615 -2.133
H 1.148 6.272 -0.997
H -0.011 4.657 0.486
C -0.149 0.027 -4.622
N 0.146 -0.795 -3.451
C 0.560 -2.106 -3.461
C 0.682 -2.480 -2.163
N 0.340 -1.411 -1.360
C 0.028 -0.416 -2.177
H 0.223 -0.486 -5.504
H 0.352 0.987 -4.533
H -1.223 0.172 -4.718
H 0.737 -2.641 -4.377
H 0.988 -3.428 -1.758
H -0.270 0.573 -1.872
B 1.270 -0.731 5.078
C 0.923 -1.188 3.632
N 0.625 -1.440 2.538
H 2.378 -0.246 5.007
H 1.215 -1.689 5.804
H 0.423 0.103 5.330
*
```

Entry 10:
A molecular structure, C6H5N2O5SV. Source: OMol25; level of theory: ωB97M-V/def2-TZVPD.

## Properties
frontier orbital gap (spin up / spin down) = 6.2 / 6.2 eV

ORCA input file:
```
! wB97M-V def2-TZVPD RIJCOSX def2/J DEFGRID3
* xyz 1 4
O -2.787 -4.284 -0.664
C -1.844 -4.306 -1.314
V -0.094 0.400 -1.328
O 2.031 -1.215 0.080
C 1.249 -0.629 -0.573
C 0.971 1.895 -0.720
O 1.714 2.571 -0.092
C -0.157 2.579 -3.500
O -0.992 3.094 -4.091
C 0.540 -0.398 -3.003
O 1.203 -0.757 -3.876
H -0.906 -0.830 0.037
N 0.253 1.344 2.611
C -0.301 0.280 2.020
N -0.361 -0.886 2.719
S -1.388 0.446 0.649
H 0.759 1.251 3.490
H 0.376 2.238 2.125
H -0.748 -1.656 2.191
H 0.481 -1.135 3.241
*
```

Entry 11:
C6H6N2 in the gas phase. Source: OMol25; level of theory: ωB97M-V/def2-TZVPD.

## Properties
SMILES = C=C1C=CC=NN=C1
energy relative to the best compared isomer or geometry (same formula, charge and spin) = 5.932 eV
frontier orbital gap = 7.2 eV

ORCA input file:
```
! wB97M-V def2-TZVPD RIJCOSX def2/J DEFGRID3
* xyz 0 1
C 2.208 -0.398 -0.200
C 0.903 -0.111 0.004
C 0.384 1.075 0.359
C -1.000 1.318 -0.055
C -2.186 0.402 -0.205
N -2.198 -0.872 0.107
N -1.175 -1.732 0.189
C 0.018 -1.328 0.071
H 2.785 -1.344 -0.210
H 2.905 0.240 -0.495
H 1.102 1.901 1.044
H -1.072 2.365 -0.048
H -3.324 0.723 -0.659
H 0.650 -2.239 0.100
*
```

Entry 12:
2 unconnected molecules or ions with the total composition C3H10S. Source: OMol25; level of theory: ωB97M-V/def2-TZVPD.

## Properties
SMILES = CCC.S
energy relative to the best compared isomer or geometry (same formula, charge and spin) = 0.738 eV
frontier orbital gap = 10.5 eV

ORCA input file:
```
! wB97M-V def2-TZVPD RIJCOSX def2/J DEFGRID3
* xyz 0 1
C 1.268 0.409 0.286
C 0.996 1.730 1.020
C -0.414 1.696 1.570
H 0.759 0.525 -0.669
H 2.328 0.221 0.149
H 0.886 -0.421 0.852
H 1.666 1.904 1.877
H 1.190 2.603 0.387
H -0.583 2.365 2.405
H -0.601 0.709 2.009
H -1.174 1.790 0.789
S -0.894 -1.874 -1.489
H -1.646 -1.454 -0.409
H 0.468 -1.865 -1.385
*
```

Entry 13:
2 unconnected molecules or ions with the total composition C2H2N2O2S. Source: OMol25; level of theory: ωB97M-V/def2-TZVPD.

## Properties
energy relative to the best compared isomer or geometry (same formula, charge and spin) = 6.376 eV
frontier orbital gap (spin up / spin down) = 6.5 / 6.5 eV

ORCA input file:
```
! wB97M-V def2-TZVPD RIJCOSX def2/J DEFGRID3
* xyz 0 1
C -1.758 -1.137 0.963
C 0.430 0.417 -1.027
N -2.332 -0.735 1.858
N 1.198 0.866 0.037
O 0.567 1.355 0.962
O 2.385 0.759 0.025
S -0.816 -1.831 -0.186
H -0.626 0.703 -0.944
H 0.951 -0.396 -1.689
*
```

Entry 14:
C4H6ClP in the gas phase. Source: OMol25; level of theory: ωB97M-V/def2-TZVPD.

## Properties
SMILES = C=C[C@H]1CP1Cl
energy relative to the best compared isomer or geometry (same formula, charge and spin) = 1.321 eV
frontier orbital gap = 9.2 eV

ORCA input file:
```
! wB97M-V def2-TZVPD RIJCOSX def2/J DEFGRID3
* xyz 0 1
C -0.723 1.204 -1.711
C -0.656 0.702 -0.444
C -0.072 -0.509 -0.125
C 1.075 -0.189 1.318
P -0.521 -1.177 1.595
Cl -0.133 -3.129 1.577
H -1.049 2.137 -1.999
H -0.233 0.795 -2.604
H -1.282 1.324 0.238
H 0.399 -1.098 -0.898
H 1.918 -0.916 1.446
H 1.277 0.856 1.607
*
```

Entry 15:
2 unconnected molecules or ions with the total composition C2H3BrINO. Source: OMol25; level of theory: ωB97M-V/def2-TZVPD.

## Properties
energy relative to the best compared isomer or geometry (same formula, charge and spin) = 0.000 eV
frontier orbital gap (spin up / spin down) = 10.2 / 6.4 eV

ORCA input file:
```
! wB97M-V def2-TZVPD RIJCOSX def2/J DEFGRID3
* xyz 0 3
C 0.263 -0.584 -0.311
C 0.983 0.475 0.539
N -1.090 -0.718 0.102
O 0.774 -1.239 -1.161
Br -2.229 -1.942 -0.545
I -1.945 2.074 -0.630
H 1.835 -0.131 0.941
H 0.201 0.932 1.277
H 1.209 1.134 -0.213
*
```